(1)
A 2-piece molecular cluster, C3H9NO2 overall in a non-equilibrium geometry, computed with the ωB97M-V functional and the def2-TZVPD basis.

ORCA input file:
```
! RIJCOSX wB97M-V def2-TZVPD def2/J DEFGRID3
* xyz 0 1
O -0.15 -1.98 1.58
H -0.76 0.83 0.54
H 1.47 -0.48 2.81
O 0.65 1.01 -0.89
H 0.93 0.48 -1.65
N 1.79 -0.84 1.91
H 1.36 -1.94 0.25
H 2.75 -0.77 1.63
H -0.69 -0.49 -0.64
H -1.70 2.27 -1.36
H -1.47 1.01 -2.43
C -1.76 1.19 -1.38
C 0.95 -1.62 1.23
H -2.71 0.75 -1.10
C -0.67 0.59 -0.50
*
```

Computed properties:
Frontier orbital gap: 10.8 eV
Relative energy (zero: lowest compared OMol25 entry of this formula, charge and spin): 1.166 eV
LUMO: 0.82 eV

---

(2)
CHKO2 as an isolated structure in a non-equilibrium geometry, computed with the ωB97M-V functional and the def2-TZVPD basis.

ORCA input file:
```
! RIJCOSX wB97M-V def2-TZVPD def2/J DEFGRID3
* xyz 0 1
O 1.40 0.24 0.27
H -1.12 -0.91 -0.85
O -0.64 -0.25 -0.35
K -0.43 1.38 1.49
C 0.80 -0.45 -0.55
*
```

Computed properties:
Frontier orbital gap: 5.9 eV
Relative energy (zero: lowest compared OMol25 entry of this formula, charge and spin): 1.768 eV
LUMO: -0.70 eV

---

(3)
A 8-piece molecular cluster, C36H92BrF3N6O8S overall in a non-equilibrium geometry, computed with the ωB97M-V functional and the def2-TZVPD basis.

ORCA input file:
```
! RIJCOSX wB97M-V def2-TZVPD def2/J DEFGRID3
* xyz 4 1
O -4.63 1.78 -0.04
C 2.23 1.89 3.28
H 3.17 -5.50 1.66
C 2.34 -4.13 3.78
C 4.24 3.26 2.65
C -6.33 -1.78 0.72
H 5.48 -3.10 -0.89
H 4.54 -2.14 4.04
H 3.99 -2.57 1.12
H -2.78 -0.67 2.55
N -2.45 -3.54 -2.25
F -5.46 1.66 -3.82
O 3.56 6.18 2.92
H 2.55 1.21 2.49
H -0.50 -6.81 -0.42
H -3.02 2.95 2.32
H 7.37 -2.00 -1.58
H -2.45 6.59 -3.44
H 4.21 -5.72 2.89
H -1.49 -0.02 3.63
H 4.80 2.42 2.22
H 1.77 6.49 3.84
C -1.03 -6.25 0.34
H 2.20 4.16 4.59
H -2.54 4.08 -3.77
H 0.54 4.76 -4.44
N 3.85 -0.88 -3.21
C 2.01 4.32 3.53
O -3.23 3.45 4.40
N 2.69 3.23 2.65
N -0.54 3.57 -3.06
C 4.05 -1.80 -4.48
C -2.68 2.18 4.59
N -2.85 1.98 2.10
H 4.59 3.45 3.67
H -0.50 -4.31 -0.31
H 0.96 4.03 3.47
H 3.19 -2.47 -4.47
H -1.64 4.78 4.74
C 5.45 -2.49 -1.79
H 1.47 -1.27 5.27
O -6.66 2.64 -1.02
C 4.71 -3.13 3.61
H 3.58 7.12 3.11
H 2.44 0.46 -2.26
H 5.61 -3.09 2.99
H -0.54 -2.54 -2.19
H 4.86 -3.86 4.41
H -2.02 -4.26 0.51
H 3.87 -1.21 -0.98
C -3.01 -2.39 -1.27
C -4.88 -1.77 0.39
H 1.70 -1.07 -2.82
C 3.98 -4.95 2.15
H -1.72 1.80 -3.85
H -3.42 1.77 1.29
S -5.18 2.45 -1.18
C -1.85 4.51 -3.05
H 1.06 3.23 1.16
H 2.88 -1.68 2.18
H -6.76 -2.72 1.05
C -1.04 2.08 -3.05
C 2.14 3.37 1.21
H -4.33 -1.98 1.30
O 2.08 -1.87 4.83
H -5.19 -2.60 -1.51
C 2.42 -0.28 -3.05
C -1.62 -2.06 -3.93
C 1.36 -3.02 4.29
C -1.59 5.92 -3.44
H 1.22 3.05 -4.19
H 0.73 -3.47 5.06
H 1.65 5.94 2.19
H -4.23 1.22 3.32
H -4.64 -3.72 -0.37
C -2.56 4.42 5.22
H 4.84 -4.77 1.50
H -6.90 -1.43 -0.14
H 1.04 4.52 -2.01
C 4.07 -1.76 -1.89
H 2.67 -4.74 4.63
H 5.63 -3.23 -2.57
H 2.35 -3.15 1.18
C -2.91 -2.58 -4.47
H 1.75 -4.85 3.22
H -3.73 -1.87 -4.47
H -4.38 -3.72 -3.31
H -2.14 4.50 -1.99
C 2.20 5.80 3.12
C -1.12 -3.08 -2.94
H 2.79 1.73 4.20
Br -0.02 -0.09 0.12
C -3.31 -3.70 -3.50
H 0.74 2.77 -1.43
N 3.47 -3.67 2.83
C 4.84 0.29 -3.35
H 2.50 2.51 0.65
H 0.67 -2.70 3.51
H -1.99 -6.75 0.43
H 4.10 -1.11 -5.32
H -4.58 -0.75 0.12
H -0.36 3.95 -1.04
H -0.17 1.41 -3.07
H 2.49 4.33 0.84
H -1.27 5.95 -4.48
H -0.29 3.37 -5.14
H 4.78 0.67 -2.33
H -1.50 -1.10 -3.42
F -3.78 0.89 -2.77
H -3.10 -1.47 -1.83
C 0.35 3.70 -4.33
H -2.31 -2.39 -0.44
C -2.56 -0.08 3.44
H -1.72 -5.56 -2.32
C -5.04 1.18 -2.67
H -3.31 5.19 5.41
H 5.06 -2.20 -4.45
H -1.52 1.97 -2.08
H -3.20 -5.27 -1.28
F -5.79 0.14 -2.45
C 0.35 3.70 -1.83
C 3.12 -2.65 1.77
H -2.92 -3.11 -5.42
O 6.53 -1.55 -1.69
H -0.51 -3.87 -3.36
C -4.45 -2.70 -0.72
C -2.20 -4.94 -1.57
H -6.40 -0.98 1.47
H -1.59 2.26 4.64
H -0.45 -6.21 1.26
H -3.00 -0.53 4.32
H -0.81 -2.08 -4.67
H 3.27 -2.49 -2.05
H 4.61 0.95 -4.19
O -4.45 3.65 -1.54
H 5.79 -0.17 -3.62
H 4.52 4.10 2.02
H 2.18 0.07 -4.06
H 1.16 1.81 3.45
H -0.92 6.59 -1.74
C -3.15 1.29 3.42
H -2.23 3.99 6.16
O -0.63 6.57 -2.66
C -1.44 -4.85 -0.21
H -1.87 1.88 1.87
H -3.01 -4.69 -3.86
H -3.04 1.82 5.56
*
```

Computed properties:
Frontier orbital gap: 7.3 eV
LUMO: -8.49 eV

---

(4)
One molecule with the formula CH5O2PS2 in a non-equilibrium geometry, computed with the ωB97M-V functional and the def2-TZVPD basis.

ORCA input file:
```
! RIJCOSX wB97M-V def2-TZVPD def2/J DEFGRID3
* xyz 0 1
H 0.61 2.58 0.76
H -2.22 0.77 -0.89
S 2.10 -1.28 -0.22
C -0.65 -0.25 -0.44
O -1.41 0.90 -0.39
H 2.89 -1.42 0.85
O -1.49 -1.42 0.07
H -0.36 -0.56 -1.45
P 0.77 0.03 0.73
S 1.45 1.90 0.00
H -1.69 -1.25 0.99
*
```

Computed properties:
Frontier orbital gap: 9.6 eV
Relative energy (zero: lowest compared OMol25 entry of this formula, charge and spin): 1.633 eV
LUMO: 0.64 eV

---

(5)
C5H12NO as an isolated structure in a non-equilibrium geometry, computed with the ωB97M-V functional and the def2-TZVPD basis.

ORCA input file:
```
! RIJCOSX wB97M-V def2-TZVPD def2/J DEFGRID3
* xyz 0 2
C 0.77 -0.69 -0.13
H -3.45 0.96 1.66
H -3.87 -0.05 0.18
C -3.19 0.73 0.60
H -1.68 -0.81 0.80
H 0.88 0.46 0.25
C 1.86 0.23 -0.63
H -3.32 1.73 0.13
H 6.15 0.20 1.13
C -0.39 -0.84 -1.17
H -0.10 -0.78 -2.18
H 1.20 -1.61 0.25
O 3.10 0.49 -0.13
C -1.79 0.17 0.33
H 5.71 -0.04 1.65
N -1.49 0.12 -1.05
H -0.86 -1.86 -1.14
H -1.04 0.77 0.91
H 1.49 0.83 -1.46
*
```

Computed properties:
Frontier orbital gap (alpha / beta): 10.0 / 8.9 eV
⟨S²⟩: 0.75
Relative energy (zero: lowest compared OMol25 entry of this formula, charge and spin): 4.384 eV
LUMO (alpha / beta): 0.37 / -0.80 eV

---

(6)
C24H37O2PdSi as an isolated structure in a non-equilibrium geometry, computed with the ωB97M-V functional and the def2-TZVPD basis.

ORCA input file:
```
! RIJCOSX wB97M-V def2-TZVPD def2/J DEFGRID3
* xyz 1 5
H -0.53 -2.76 2.52
H 1.52 -0.79 8.81
H -0.24 2.52 -0.77
H -0.76 -2.08 -6.86
H -1.56 -0.84 8.59
H 0.23 2.84 -3.09
O 0.39 0.53 -0.71
C -2.43 -0.70 1.56
C 0.63 -0.74 4.17
H 1.75 -2.49 3.80
H -2.14 -1.14 3.74
C -2.44 0.53 0.84
H 0.03 0.25 -3.99
C -0.24 0.69 -3.02
H -1.90 1.52 4.02
H 0.01 1.93 8.57
C -2.11 1.00 3.10
H -1.82 -0.68 -7.22
H 1.43 -1.47 -8.92
H 0.87 2.40 7.08
C 0.59 1.90 -1.14
C 1.57 -1.06 -7.91
C 1.30 -1.64 3.25
Si 0.04 0.07 6.96
C 0.14 -0.10 5.11
C 0.32 1.63 -6.85
C 0.31 -0.32 -7.49
C 2.34 -0.93 2.37
C 0.35 -2.18 2.19
C 1.53 -0.80 7.71
H -2.57 0.63 -0.25
H 2.46 -0.33 7.37
H 1.75 -1.90 -7.22
C 2.12 -1.24 1.04
C 0.61 1.91 -2.66
H -0.54 2.18 -6.46
H -1.05 -1.60 -8.55
H -0.87 -0.86 -1.60
H 1.24 2.23 -6.76
H 3.20 -0.41 2.76
H 1.56 -1.85 7.38
H -2.12 2.66 1.57
C 0.02 -0.25 -1.86
H 1.51 2.27 -0.68
H -1.54 -1.84 7.10
Pd -0.65 0.31 1.85
H 0.61 -2.52 0.00
H 2.68 -0.93 0.16
H -2.41 -0.29 7.11
C 0.11 1.04 -8.24
C -2.21 1.59 1.78
H 0.89 1.27 -8.96
H -2.57 -1.71 1.16
C 0.96 -2.10 0.94
C -0.91 -1.22 -7.53
H -0.90 1.18 -8.64
H 0.84 -0.96 -2.08
O 0.47 0.34 -6.20
H -0.90 2.36 7.11
H 2.44 -0.40 -7.91
C 0.00 1.86 7.48
H 1.64 1.77 -3.02
C -2.24 -0.41 2.94
C -1.52 -0.81 7.49
H -1.29 0.97 -3.07
*
```

Computed properties:
Frontier orbital gap (alpha / beta): 6.7 / 6.0 eV
⟨S²⟩: 6.01
Relative energy (zero: lowest compared OMol25 entry of this formula, charge and spin): 0.351 eV
LUMO (alpha / beta): -2.27 / -5.57 eV

---

For reference, calculated total energy by record: -324.92977 -789.09408 -5627.61900 -1329.31109 -327.46597 -1503.99890 hartree.